Model one:
This record from OMol25 describes an isolated ion of composition C6H13N2O and charge +1. The level of theory is wB97M-V/def2-TZVPD.

Last column: natural (NBO) charge in e.
Atoms and positions in Å:
C: 2.445 -1.402 0.041  0.1682
C: 0.989 -1.368 -0.369  -0.3167
C: 2.025 0.757 0.394  0.4305
C: -3.135 0.361 0.211  -0.6048
C: -1.833 -0.094 -0.436  -0.4148
C: -0.630 0.376 0.382  -0.2211
N: 2.911 -0.309 0.434  -0.3910
N: 0.633 0.053 -0.297  -0.3952
O: 2.309 1.757 -0.475  -0.7006
H: 3.040 -2.300 0.029  0.2341
H: 0.837 -1.801 -1.356  0.2580
H: 0.405 -1.942 0.357  0.2500
H: 1.753 1.091 1.406  0.1931
H: -3.980 0.048 -0.394  0.2386
H: -3.247 -0.074 1.200  0.2158
H: -3.162 1.443 0.299  0.2152
H: -1.768 0.324 -1.442  0.2105
H: -1.833 -1.182 -0.519  0.2116
H: -0.683 1.459 0.511  0.2303
H: -0.623 -0.093 1.368  0.2195
H: 0.627 0.483 -1.228  0.4440
H: 2.920 2.413 -0.116  0.5247

Results
**Charge**: +1
**HOMO level**: -15.057 eV
**LUMO**: -3.062 eV


Model two:
This record from OMol25 describes an isolated ion of composition C6H13N2O and charge +1. The level of theory is wB97M-V/def2-TZVPD.

Last column: natural (NBO) charge in e.
Atoms and positions in Å:
C: 1.428 0.664 -0.831  0.8071
C: -0.768 0.071 -0.951  -0.0607
C: -0.214 0.101 0.588  0.0914
C: -1.769 1.196 -1.363  -0.6119
C: -0.243 -1.338 2.670  -0.6187
C: -0.380 -1.353 1.165  -0.4173
N: 0.464 0.340 -1.651  -0.5597
N: 2.704 0.785 -1.183  -0.7433
O: 1.124 0.455 0.389  -0.4193
H: -1.014 -0.996 -1.110  0.2303
H: -0.731 0.782 1.197  0.2089
H: -1.501 2.108 -0.888  0.2204
H: -2.851 1.077 -1.121  0.2582
H: -1.474 1.303 -2.509  0.2039
H: -0.321 -2.355 3.082  0.2349
H: -0.931 -0.680 3.142  0.2148
H: 0.642 -0.960 2.984  0.2109
H: -1.404 -1.815 0.895  0.2345
H: 0.397 -2.019 0.611  0.2198
H: 0.416 0.712 -2.611  0.4335
H: 3.137 0.929 -2.071  0.4407
H: 3.289 0.993 -0.435  0.4216

Results
**Charge**: +1
**HOMO level**: -14.867 eV
**LUMO**: -3.027 eV


Energy ordering: model two at the bottom, the next structure 19.1 kJ/mol above.


Model one:
This record from OMol25 describes a single C20H25N3O5S molecule. The level of theory is wB97M-V/def2-TZVPD.

Last column: natural (NBO) charge in e.
Atoms and positions in Å:
O: -0.324 -3.090 5.244  -0.3856
N: -1.339 -2.707 4.694  0.5286
O: -2.426 -2.636 5.233  -0.3809
C: -1.245 -2.309 3.324  -0.0282
C: -0.015 -2.336 2.677  -0.1408
C: 0.081 -1.946 1.360  -0.3030
C: -1.053 -1.519 0.650  0.2879
C: -2.289 -1.507 1.320  -0.2995
C: -2.383 -1.895 2.635  -0.1403
H: -3.334 -1.892 3.146  0.2503
H: -3.172 -1.203 0.785  0.2650
N: -0.974 -1.140 -0.675  -0.6876
S: -2.090 -0.087 -1.428  2.3114
O: -3.420 -0.525 -1.136  -0.9209
O: -1.716 -0.037 -2.813  -0.9555
C: -1.871 1.544 -0.705  -0.1939
C: -2.074 2.614 -1.556  -0.2202
C: -1.973 3.904 -1.063  -0.1909
C: -1.670 4.109 0.273  -0.1965
C: -1.472 3.029 1.117  -0.1973
C: -1.577 1.735 0.630  -0.2311
H: -1.425 0.893 1.285  0.2298
H: -1.237 3.189 2.158  0.2218
H: -1.588 5.114 0.659  0.2192
H: -2.128 4.744 -1.721  0.2201
H: -2.302 2.420 -2.592  0.2354
C: 0.214 -1.403 -1.458  -0.2498
H: -0.121 -1.504 -2.493  0.2396
H: 0.655 -2.350 -1.146  0.2199
C: 1.237 -0.255 -1.389  0.0551
C: 2.430 -0.571 -2.327  -0.2139
N: 3.612 0.238 -2.175  -0.4518
C: 3.445 1.639 -2.516  -0.2166
C: 4.819 2.283 -2.686  -0.4032
C: 5.624 2.143 -1.399  -0.3968
C: 5.704 0.669 -1.020  -0.4002
C: 4.296 0.088 -0.906  -0.2188
H: 4.352 -0.978 -0.667  0.1966
H: 3.765 0.601 -0.084  0.1577
H: 6.229 0.542 -0.072  0.2060
H: 6.247 0.124 -1.793  0.2034
H: 6.626 2.556 -1.530  0.2092
H: 5.132 2.700 -0.598  0.1930
H: 4.699 3.334 -2.951  0.2064
H: 5.346 1.779 -3.498  0.2009
H: 2.889 1.700 -3.455  0.1984
H: 2.876 2.183 -1.746  0.1753
H: 2.723 -1.614 -2.168  0.1951
H: 2.084 -0.469 -3.361  0.1966
O: 0.614 0.969 -1.699  -0.7329
H: 0.169 0.878 -2.554  0.4830
H: 1.595 -0.128 -0.362  0.1804
H: 1.050 -1.966 0.891  0.2208
H: 0.858 -2.658 3.224  0.2496

Results
**Charge**: 0
**HOMO level**: -8.476 eV
**LUMO**: -0.522 eV


Model two:
This record from OMol25 describes a single C20H25N3O5S molecule. The level of theory is wB97M-V/def2-TZVPD.

Last column: natural (NBO) charge in e.
Atoms and positions in Å:
C: 5.075 -4.150 4.451  -0.2521
H: 4.646 -3.486 5.209  0.1738
O: 4.077 -4.840 3.742  -0.4900
C: 3.170 -4.127 3.017  0.3188
C: 2.208 -4.870 2.338  -0.2737
C: 1.247 -4.240 1.575  -0.1920
C: 1.226 -2.857 1.474  0.0518
C: 2.195 -2.102 2.159  0.3679
C: 3.159 -2.737 2.925  -0.4094
H: 3.898 -2.152 3.447  0.2256
O: 2.098 -0.742 2.003  -0.5282
C: 2.980 0.089 2.717  -0.2498
H: 2.894 -0.068 3.797  0.1807
H: 4.018 -0.066 2.406  0.1771
H: 2.680 1.108 2.478  0.2056
N: 0.291 -2.135 0.726  -0.5911
C: -0.755 -2.587 -0.006  0.6593
O: -1.039 -3.759 -0.166  -0.6093
C: -1.551 -1.496 -0.661  -0.1379
C: -1.565 -0.174 -0.223  -0.2058
C: -2.324 0.756 -0.903  -0.2529
C: -3.087 0.415 -2.003  -0.1794
C: -3.096 -0.904 -2.427  -0.2157
C: -2.333 -1.847 -1.760  -0.1371
H: -2.328 -2.881 -2.073  0.2426
H: -3.695 -1.196 -3.276  0.2236
H: -3.666 1.181 -2.492  0.2373
S: -2.280 2.465 -0.373  2.3054
O: -1.492 2.558 0.827  -0.9454
O: -3.606 3.006 -0.361  -0.9327
N: -1.470 3.146 -1.682  -0.6730
C: -1.685 4.571 -1.837  -0.2414
C: -1.082 5.018 -3.163  -0.2262
N: 0.340 4.722 -3.172  -0.4340
C: 0.989 5.227 -4.361  -0.4056
H: 2.057 5.024 -4.296  0.2016
H: 0.601 4.773 -5.286  0.1646
H: 0.842 6.305 -4.414  0.2024
C: 0.549 3.296 -3.008  -0.2274
C: -0.058 2.832 -1.688  -0.2410
H: 0.048 1.750 -1.578  0.2139
H: 0.449 3.327 -0.848  0.1996
H: 1.624 3.100 -3.002  0.2085
H: 0.090 2.721 -3.833  0.1673
H: -1.214 6.096 -3.276  0.2098
H: -1.606 4.508 -3.991  0.1680
H: -2.761 4.742 -1.810  0.2376
H: -1.210 5.125 -1.016  0.1902
H: -1.031 0.171 0.649  0.2397
H: 0.450 -1.138 0.774  0.4181
H: 0.500 -4.813 1.051  0.2580
H: 2.232 -5.943 2.423  0.2265
H: 5.720 -3.571 3.781  0.1733
H: 5.670 -4.918 4.944  0.2026

Results
**Charge**: 0
**HOMO level**: -7.800 eV
**LUMO**: 0.271 eV


Energy ordering: model two at the bottom, the next structure 265.6 kJ/mol above.


Model one:
This record from OMol25 describes a single C3H7N5 molecule. The level of theory is wB97M-V/def2-TZVPD.

Last column: natural (NBO) charge in e.
Atoms and positions in Å:
C: -0.346 0.187 -0.070  0.3265
C: -0.369 -1.263 -0.122  -0.3956
C: 0.969 -1.671 -0.003  0.0337
H: -3.345 0.620 -0.445  0.3656
H: -2.696 -0.155 1.079  0.3524
H: -1.247 -1.860 -0.347  0.2654
H: 1.564 -2.665 -0.209  0.2270
H: 2.807 -0.700 -0.077  0.3942
H: 1.374 2.381 -0.728  0.3582
H: 1.009 2.494 0.879  0.3467
N: -2.540 -0.055 0.053  -0.7053
N: -1.424 0.921 -0.044  -0.3952
N: 1.747 -0.629 0.271  -0.4283
N: 1.019 0.562 -0.267  -0.1072
N: 1.479 1.833 0.029  -0.6382

Results
**Charge**: 0
**HOMO level**: -7.574 eV
**LUMO**: 0.916 eV


Model two:
This record from OMol25 describes a single C3H7N5 molecule. The level of theory is wB97M-V/def2-TZVPD.

Last column: natural (NBO) charge in e.
Atoms and positions in Å:
C: -0.343 -0.288 0.729  0.2459
C: -0.125 0.846 -0.201  -0.3122
C: 0.460 -1.300 -0.962  0.2229
H: -0.918 1.977 1.788  0.3516
H: -1.269 1.311 3.318  0.3725
H: 0.630 1.600 0.162  0.2127
H: -0.999 1.343 -0.486  0.2110
H: 1.809 0.841 -2.730  0.3191
H: 0.373 -0.460 -3.241  0.3529
H: 0.976 -2.127 -1.470  0.2061
N: -0.708 1.152 2.363  -0.6520
N: -0.504 -0.100 2.026  -0.2007
N: 0.571 0.039 -1.294  -0.2728
N: 0.648 0.463 -2.507  -0.6080
N: -0.087 -1.559 0.165  -0.4490

Results
**Charge**: 0
**HOMO level**: -7.465 eV
**LUMO**: 0.607 eV


Energy ordering: model two at the bottom, the next structure 50.0 kJ/mol above.